#P
DFT (the ωB97M-V functional and the def2-TZVPD basis) results for a 12-piece molecular cluster, H24O12 overall.

Element x y z (Å)
O1 1.7504 3.2434 -2.7825
H1 1.1594 3.4464 -2.0425
H2 2.2704 4.0644 -2.8895
O2 2.2324 -1.7706 -2.0795
H3 2.7244 -1.2656 -2.6925
H4 1.5174 -1.1906 -1.8955
O3 2.3974 0.6604 1.0855
H5 1.6104 0.3954 0.6685
H6 2.7444 1.1854 0.3795
O4 0.6154 0.3854 -3.2475
H7 0.1044 0.2954 -2.4425
H8 1.1794 1.1744 -3.1115
O5 -1.6376 -2.4446 0.9335
H9 -1.7496 -2.3266 1.9215
H10 -1.7996 -3.3286 0.6485
O6 -0.2416 0.7904 2.3425
H11 -0.8206 1.5434 2.4155
H12 0.6374 1.1534 2.4385
O7 -1.2656 -1.4336 3.5195
H13 -0.5836 -1.5256 4.1985
H14 -1.0506 -0.6006 3.0585
O8 -0.2916 2.9774 -0.6805
H15 -1.2596 2.9144 -0.6875
H16 -0.1126 3.3404 0.2045
O9 -1.4236 -1.9766 -1.7985
H17 -1.3576 -2.1636 -0.8435
H18 -0.8966 -2.6226 -2.2375
O10 -0.0066 0.2844 -0.4945
H19 0.0884 1.2514 -0.4705
H20 -0.3966 -0.0516 0.2855
O11 -3.0926 0.5854 1.1075
H21 -2.7746 0.3284 1.9595
H22 -3.4466 -0.2286 0.7675
O12 1.1904 -2.1946 1.1505
H23 1.6674 -2.7576 0.5455
H24 0.3194 -2.1396 0.7645

Output
LUMO level = -0.0155 hartree
HOMO energy = -10.4 eV

#Q
DFT (the ωB97M-V functional and the def2-TZVPD basis) results for a 12-piece molecular cluster, H24O12 overall.

Element x y z (Å)
H1 1.1444 1.4572 -0.1900
H2 -0.1260 0.6729 0.0944
H3 2.8671 0.3930 0.3827
H4 3.5625 -0.7347 -0.3622
H5 2.1338 -0.0290 -1.0824
H6 0.9025 -0.9121 -1.2009
H7 -0.3684 1.9556 2.5349
H8 1.0363 1.8289 3.1014
H9 0.0441 -1.9421 2.2637
H10 -1.4619 -2.1467 2.2541
H11 2.9623 3.7170 -0.3447
H12 4.3335 3.1024 -0.5734
H13 1.9306 -2.9624 0.6300
H14 3.2540 -2.9746 1.3773
H15 -1.9581 -0.7857 0.6326
H16 -3.4625 -0.9987 0.6715
H17 -0.6386 -1.5797 -2.7614
H18 -1.7242 -1.5041 -1.7004
H19 -2.9249 4.1159 1.3226
H20 -3.2867 2.9563 0.4091
H21 -1.6419 2.0490 -1.5947
H22 -2.7056 1.3510 -2.4262
H23 -2.8406 -2.8880 -1.6905
H24 -1.4205 -3.1937 -1.2436
O1 0.2412 1.3341 -0.5030
O2 3.7180 0.1426 0.0055
O3 1.8575 -0.9523 -1.0773
O4 0.4290 1.4173 2.4763
O5 -0.6566 -2.4496 2.6884
O6 3.4607 3.1838 -0.9743
O7 2.8421 -3.2669 0.5564
O8 -2.7169 -0.9534 0.0624
O9 -1.0571 -0.9687 -2.1445
O10 -3.5362 3.3753 1.2405
O11 -1.8944 1.1828 -1.9337
O12 -2.2985 -2.9928 -0.9005

Output
LUMO level = -0.0082 hartree
HOMO energy = -10.7 eV

#R
DFT (the ωB97M-V functional and the def2-TZVPD basis) results for a 12-piece molecular cluster, H24O12 overall.

Element x y z (Å)
H1 -0.4128 0.0378 -1.3664
H2 0.2886 -0.0344 -0.0199
H3 -3.1518 3.8687 0.2318
H4 -2.5219 4.3635 -1.0599
H5 -2.5908 2.1198 -2.3196
H6 -3.3387 0.8050 -2.1708
H7 -2.4544 -1.2249 -2.7304
H8 -3.8351 -1.3614 -2.1099
H9 -3.5243 -2.5398 1.2255
H10 -2.3185 -2.6140 0.3031
H11 0.3636 1.5259 3.3320
H12 0.8403 2.7857 2.6279
H13 1.6657 -1.9949 -1.8359
H14 2.8029 -0.9947 -1.7077
H15 3.5228 2.8939 2.0987
H16 3.3238 1.7709 1.0940
H17 2.9932 -2.1402 0.6606
H18 3.7286 -1.1850 -0.2650
H19 -0.9658 -0.8768 1.2810
H20 -0.5915 0.5854 1.4594
H21 4.4712 1.0673 -1.9605
H22 4.5520 -0.3228 -2.5697
H23 -0.6647 -4.3296 2.6770
H24 -1.1300 -2.8839 2.7358
O1 0.2664 0.4732 -0.8390
O2 -2.3990 3.7213 -0.3517
O3 -2.8245 1.4478 -1.6694
O4 -3.0018 -0.8868 -2.0128
O5 -3.0583 -2.0444 0.5425
O6 0.0809 2.1966 2.7001
O7 2.5701 -1.9097 -1.5139
O8 2.8361 2.4071 1.6292
O9 2.9361 -1.2571 0.2787
O10 -1.3532 0.0002 1.3792
O11 4.0528 0.1995 -1.9318
O12 -1.1580 -3.6691 2.1776

Output
LUMO level = 0.0087 hartree
HOMO energy = -8.1 eV

#S
DFT (the ωB97M-V functional and the def2-TZVPD basis) results for a 12-piece molecular cluster, H24O12 overall.

Element x y z (Å)
O1 -0.6764 -1.5223 -3.4987
H1 -1.0180 -1.5629 -2.5869
H2 -1.4662 -1.4820 -4.0446
O2 3.1859 -0.1052 2.3212
H3 2.2333 0.0128 2.4898
H4 3.6136 0.5950 2.8279
O3 1.2051 -2.9772 -0.3978
H5 0.8985 -2.0458 -0.3266
H6 0.3989 -3.5026 -0.3915
O4 2.7470 1.3296 -2.8459
H7 2.6101 1.3321 -1.8748
H8 2.9299 0.4084 -3.0721
O5 0.1364 -0.4205 -0.0589
H9 0.7642 0.3096 -0.2339
H10 -0.2087 -0.2544 0.8278
O6 2.3021 1.4538 -0.0639
H11 2.2861 2.2966 0.4045
H12 2.9470 0.9082 0.4257
O7 -1.9715 -1.8814 2.0826
H13 -1.1633 -1.9786 2.5979
H14 -2.3077 -0.9880 2.3021
O8 -2.4961 -1.7628 -1.2714
H15 -3.4219 -1.5118 -1.3699
H16 -2.3474 -1.7964 -0.3136
O9 0.0116 2.1385 -2.6077
H17 0.8409 1.6218 -2.5841
H18 -0.0467 2.4564 -3.5135
O10 -2.3859 1.1754 -1.3398
H19 -2.1602 0.4430 -0.7614
H20 -1.5318 1.4603 -1.7158
O11 0.5533 0.6005 3.3803
H21 0.6661 0.2444 4.2732
H22 0.2298 1.5002 3.5157
O12 -2.6185 0.8145 2.5022
H23 -2.9790 1.6029 2.0749
H24 -1.7606 1.0879 2.8472

Output
LUMO level = -0.0310 hartree
HOMO energy = -10.1 eV

Verdict on stability: #S comes out on top.